No. 1
A single H2N2O2 molecule. Source: OMol25; level of theory: ωB97M-V with the def2-TZVPD basis set.

Properties
Electronic energy ... -261.0444 hartree
2S+1 ... 1
HOMO level ... -10.85 eV
Gap between HOMO and LUMO ... 11.305 eV
SMILES ... N[N+](=O)[O-]

Geometry as XYZ:
```
6
Properties=species:S:1:pos:R:3:forces:R:3
N 0.917 -0.137 -0.308 -2.7 -0.2 0.4
N -0.780 -0.108 -0.026 5.4 -1.3 -1.1
O -1.147 0.997 0.076 -2.1 1.2 0.2
O -1.230 -1.204 0.027 -0.9 0.6 0.2
H 1.132 0.865 -0.424 -0.3 -0.5 0.4
H 1.107 -0.412 0.655 0.6 0.1 -0.1
```
Forces are in eV/Å.

natural (NBO) atomic charge list, values in e, 4 entries: -0.723, 0.657, -0.321, -0.314

=====

No. 2
A molecular structure, C26H30N4O5PdS2. Source: OMol25; level of theory: ωB97M-V with the def2-TZVPD basis set.

Properties
Electronic energy ... -2528.2158 hartree
2S+1 ... 1
HOMO level (spin up / spin down) ... -7.75 / -7.75 eV
Gap between HOMO and LUMO (spin up / spin down) ... 6.756 / 6.756 eV

Geometry as XYZ:
```
68
Properties=species:S:1:pos:R:3:forces:R:3
Pd 0.014 0.183 1.675 -0.2 0.8 0.8
O 0.398 -1.661 -0.570 0.0 0.0 0.1
S 1.011 -0.539 -1.210 0.4 0.0 0.2
O 2.272 -0.778 -1.863 0.0 0.0 0.0
N 1.141 0.658 -0.090 0.3 0.6 -0.1
C 1.877 1.797 -0.567 -0.3 0.0 -0.2
C 2.119 1.968 -1.925 -0.1 0.1 0.0
C 2.868 3.013 -2.483 0.0 0.0 0.0
C 3.426 3.970 -1.699 0.0 0.0 0.0
C 3.203 3.892 -0.314 0.0 0.0 0.0
C 3.758 4.875 0.532 0.0 0.0 0.0
C 3.547 4.828 1.875 0.0 0.0 0.0
C 2.757 3.773 2.354 0.0 0.0 0.0
N 2.228 2.837 1.606 0.0 0.0 0.0
C 2.424 2.843 0.265 0.1 -0.1 0.0
C -0.135 -0.007 -2.471 -0.1 -0.1 0.0
C -1.196 0.835 -2.188 0.0 0.1 0.0
C -2.115 1.126 -3.187 0.0 0.0 0.0
C -1.973 0.573 -4.451 0.0 0.0 0.0
C -0.901 -0.267 -4.726 0.0 0.0 0.0
C 0.026 -0.557 -3.737 0.0 0.0 0.0
H 1.751 1.264 -2.644 0.0 0.0 0.0
H 2.996 3.028 -3.558 0.0 0.0 0.0
H 4.022 4.779 -2.103 0.0 0.0 0.0
H 4.353 5.662 0.083 0.0 0.0 0.0
H 3.957 5.559 2.557 0.0 0.0 0.0
H 2.564 3.713 3.422 0.0 0.0 0.0
H -1.305 1.252 -1.198 0.0 0.0 0.0
H -2.944 1.789 -2.973 0.0 0.0 0.0
H -2.694 0.800 -5.226 0.0 0.0 0.0
H -0.784 -0.694 -5.714 0.0 0.0 0.0
H 0.872 -1.201 -3.934 0.0 0.0 0.0
N 0.631 1.579 3.357 0.3 0.0 -0.7
C 1.819 1.203 4.145 -0.1 -0.1 0.1
C 1.516 -0.002 5.021 0.1 0.0 0.0
C 1.107 -1.243 4.223 0.0 0.0 0.0
C -0.393 -1.441 4.137 0.1 0.1 0.2
N -1.052 -0.370 3.332 -0.4 -0.8 -0.3
H 0.832 2.367 2.746 0.4 0.0 0.0
H -0.126 1.837 3.979 0.0 -0.1 0.0
H 2.146 2.037 4.773 0.0 0.0 0.0
H 2.625 0.975 3.450 0.0 0.0 -0.1
H 0.726 0.275 5.730 0.0 -0.1 0.0
H 2.394 -0.224 5.629 0.0 0.1 0.0
H 1.555 -2.135 4.661 -0.1 0.0 0.1
H 1.503 -1.180 3.204 0.1 -0.1 0.0
H -0.822 -1.447 5.143 -0.1 0.0 0.0
H -0.633 -2.383 3.658 0.0 0.0 -0.1
H -1.371 0.389 3.919 0.1 0.1 0.0
H -1.898 -0.789 2.934 -0.2 0.1 0.3
C -3.392 -4.856 -4.074 0.0 0.0 0.0
C -3.079 -4.053 -2.841 0.0 0.0 0.0
C -2.354 -4.606 -1.791 0.0 0.0 0.0
C -2.060 -3.868 -0.654 0.0 0.0 0.0
C -2.507 -2.563 -0.566 -0.2 0.2 -0.1
C -3.234 -1.987 -1.598 0.0 0.0 0.0
C -3.514 -2.734 -2.729 0.0 0.0 0.0
S -2.187 -1.625 0.890 -0.1 -0.4 -0.1
O -3.306 -1.788 1.806 -0.1 0.1 0.0
O -2.003 -0.207 0.496 0.2 0.0 -0.1
O -0.943 -2.134 1.459 -0.1 -0.5 0.1
H -2.790 -5.763 -4.118 0.0 0.0 0.0
H -3.201 -4.276 -4.978 0.0 0.0 0.0
H -4.443 -5.151 -4.090 0.0 0.0 0.0
H -1.998 -5.626 -1.870 0.0 0.0 0.0
H -1.461 -4.285 0.143 0.0 0.0 0.0
H -3.554 -0.957 -1.522 0.0 0.0 0.0
H -4.070 -2.283 -3.543 0.0 0.0 0.0
```
Forces are in eV/Å.

natural (NBO) atomic charge list, values in e, 4 entries: 1.044, -0.950, 2.323, -0.959

=====

No. 3
A molecular structure, C5H11N. Source: OMol25; level of theory: ωB97M-V with the def2-TZVPD basis set.

Properties
Electronic energy ... -251.7956 hartree
2S+1 ... 1
HOMO level ... -8.35 eV
Gap between HOMO and LUMO ... 9.557 eV

Geometry as XYZ:
```
17
Properties=species:S:1:pos:R:3:forces:R:3
C -2.249 -0.370 -0.174 1.1 0.6 -0.5
C -1.168 0.768 0.066 -1.6 -1.7 0.2
C 0.674 -0.967 0.054 0.4 -1.1 -2.8
C 2.089 -0.318 -0.132 1.9 -3.0 2.1
C 1.364 0.960 -0.092 -0.5 3.6 -0.6
H -1.838 -1.294 0.276 -0.2 0.2 -0.7
H -2.424 -0.449 -1.284 0.0 -0.3 1.3
H -3.165 -0.185 0.402 0.1 0.3 -0.5
H -1.211 0.895 1.131 0.5 0.3 1.1
H -1.543 1.706 -0.338 0.5 0.1 -0.5
H 0.466 -1.876 -0.628 0.0 1.3 1.2
H 0.488 -1.196 1.083 -0.3 -0.2 0.8
H 2.672 -0.540 0.820 -0.4 0.5 -1.2
H 2.772 -0.696 -0.943 -1.3 0.9 0.3
H 1.322 1.421 0.910 0.2 -0.3 0.2
H 1.645 1.833 -0.744 -0.2 -0.9 0.1
N 0.107 0.310 -0.407 -0.2 -0.2 -0.8
```
Forces are in eV/Å.

natural (NBO) atomic charge list, values in e, 4 entries: -0.610, -0.211, -0.209, -0.427

=====

No. 4
A molecular structure, C23H36N11PtS. Source: OMol25; level of theory: ωB97M-V with the def2-TZVPD basis set.

Properties
Electronic energy ... -2016.9028 hartree
2S+1 ... 1
HOMO level (spin up / spin down) ... -16.40 / -16.40 eV
Gap between HOMO and LUMO (spin up / spin down) ... 5.031 / 5.032 eV
Net charge ... +3

Geometry as XYZ:
```
72
Properties=species:S:1:pos:R:3:forces:R:3
Pt -0.143 -0.102 0.513 0.2 -0.4 1.4
S 0.263 0.031 2.992 -1.0 0.0 -2.2
C 1.918 -0.102 2.490 0.8 0.0 0.3
C 2.999 -0.050 3.370 -0.2 -0.1 -0.5
C 4.278 -0.158 2.846 -0.3 0.0 -0.1
C 4.436 -0.326 1.475 -0.6 -0.1 -0.2
C 3.302 -0.394 0.670 1.1 -0.1 -0.8
N 2.077 -0.281 1.164 -2.8 0.5 0.6
H 2.832 0.074 4.427 -0.1 0.1 0.1
H 5.137 -0.117 3.497 0.1 0.0 0.1
H 5.418 -0.406 1.036 0.0 -0.1 -0.1
H 3.389 -0.551 -0.397 0.0 0.1 0.0
N -2.030 -0.105 -3.419 -0.1 0.0 0.5
C -0.807 -0.190 -4.006 0.6 -0.1 0.1
C 0.103 -0.292 -2.990 0.2 0.0 -0.6
N -0.551 -0.271 -1.801 -0.6 0.3 1.5
C -1.849 -0.151 -2.081 0.2 0.0 -0.4
C -2.818 -0.083 -1.024 -0.2 0.0 0.0
N -2.417 -0.054 0.249 2.2 0.0 -0.8
C -3.532 0.004 1.014 -0.8 0.1 0.6
C -4.633 0.006 0.197 0.3 0.0 0.7
N -4.168 -0.049 -1.079 0.8 0.0 0.0
H -2.897 -0.008 -3.928 -0.1 0.0 0.1
H -0.667 -0.174 -5.069 0.0 0.0 -0.2
H 1.167 -0.384 -3.062 0.2 0.0 0.0
H -3.501 0.049 2.084 0.0 0.0 0.2
H -5.677 0.039 0.434 -0.2 0.0 0.1
H -4.761 -0.059 -1.897 0.1 0.0 -0.1
C -1.876 4.870 0.040 0.2 0.1 0.1
C -0.514 5.003 0.727 -0.8 0.0 0.2
N 0.557 4.360 -0.017 0.0 -1.6 0.3
C 1.457 5.224 -0.753 0.4 0.5 -1.0
C 0.933 5.569 -2.155 0.2 0.0 0.4
C 0.650 3.021 -0.099 0.9 1.3 -0.6
C 1.727 2.411 -0.941 0.0 -0.1 -0.1
N -0.131 2.193 0.527 -1.2 -2.5 0.8
H -2.634 5.349 0.653 -0.1 0.0 0.0
H -2.158 3.830 -0.106 -0.1 -0.1 0.0
H -1.864 5.364 -0.927 0.0 0.0 -0.1
H -0.565 4.588 1.740 0.1 0.1 0.0
H -0.272 6.062 0.819 0.1 -0.2 0.1
H 2.436 4.754 -0.838 0.0 0.1 0.2
H 1.573 6.153 -0.191 0.1 -0.2 0.1
H 0.693 4.673 -2.725 0.0 0.0 -0.1
H 1.704 6.122 -2.684 0.0 0.1 -0.1
H 0.049 6.199 -2.102 -0.1 0.0 0.0
H 2.705 2.592 -0.498 0.1 0.0 0.0
H 1.728 2.816 -1.949 0.0 0.0 0.0
H 1.558 1.336 -0.987 0.1 0.2 -0.1
H -0.840 2.585 1.141 0.1 -0.2 -0.1
C -1.532 -3.142 0.515 -1.0 -0.4 -0.1
N -1.532 -4.584 0.494 -1.2 -0.1 -0.2
C -0.976 -5.110 1.731 0.1 0.3 0.0
N 0.390 -4.623 1.839 0.5 -0.2 1.0
C 0.423 -3.183 1.875 0.4 -0.3 1.2
N -0.154 -2.613 0.634 0.0 2.1 -0.2
C 0.632 -3.161 -0.497 0.5 -0.3 -0.9
N 0.602 -4.603 -0.498 0.7 -0.1 -1.0
C -0.765 -5.083 -0.638 0.0 0.3 0.0
C 1.181 -5.130 0.728 -0.1 0.3 0.1
H -2.126 -2.794 1.365 0.1 0.0 0.0
H -1.977 -2.772 -0.413 0.1 0.0 0.0
H -0.984 -6.201 1.714 0.0 0.1 0.0
H -1.565 -4.765 2.582 0.0 0.0 0.0
H 1.462 -2.857 1.974 -0.1 0.1 -0.1
H -0.149 -2.826 2.738 0.0 0.0 -0.2
H 1.668 -2.823 -0.408 -0.1 0.0 0.1
H 0.212 -2.791 -1.436 0.0 0.0 0.1
H -0.781 -6.174 -0.652 0.0 0.1 0.0
H -1.193 -4.712 -1.571 0.0 0.0 0.0
H 2.218 -4.802 0.824 0.0 0.0 0.0
H 1.157 -6.221 0.717 0.0 0.1 0.0
```
Forces are in eV/Å.

Mulliken atomic charge list, values in e, 4 entries: 2.991, -0.259, 0.526, -0.649

=====

No. 5
A molecular structure, C23H29FGaO4S. Source: OMol25; level of theory: ωB97M-V with the def2-TZVPD basis set.

Properties
Electronic energy ... -3617.7058 hartree
2S+1 ... 1
HOMO level ... -5.69 eV
Gap between HOMO and LUMO ... 8.387 eV
Net charge ... -1

Geometry as XYZ:
```
59
Properties=species:S:1:pos:R:3:forces:R:3
C -3.094 1.040 5.870 0.0 0.0 0.0
C -3.233 1.086 4.378 0.1 0.0 -0.3
C -4.332 0.539 3.735 0.5 0.3 0.1
C -4.396 0.599 2.345 0.3 0.1 0.1
C -3.392 1.188 1.586 -0.5 -0.3 -0.1
C -3.511 1.216 0.082 0.3 0.0 -0.2
C -3.782 2.634 -0.457 -0.1 -0.2 -0.3
C -2.304 0.553 -0.617 -0.4 0.2 0.3
C -2.286 1.758 2.243 -0.4 -0.1 0.1
O -1.374 2.351 1.455 0.2 0.3 0.0
C -0.321 3.122 2.083 0.0 -0.6 -0.4
Ga 0.873 4.085 0.778 -0.6 0.8 0.8
O -0.010 5.390 -0.200 -0.1 -0.5 -0.1
S 1.952 2.509 -0.609 1.0 0.5 0.4
O 2.821 1.722 0.240 -0.2 -0.3 0.1
O 2.601 3.124 -1.737 -0.4 -0.3 -0.4
F 0.902 1.408 -1.183 0.0 0.0 -0.3
C -2.220 1.692 3.626 -0.1 -0.1 0.2
H -4.012 0.693 6.336 -0.1 0.0 0.1
H -2.851 2.025 6.254 0.0 0.2 0.2
H -2.293 0.370 6.176 0.1 -0.1 0.0
H -5.106 0.084 4.332 -0.2 -0.1 -0.1
H -5.247 0.165 1.841 -0.1 0.0 -0.2
H -4.370 0.603 -0.174 -0.3 -0.1 0.1
H -3.185 2.826 -1.343 0.2 0.1 -0.1
H -3.564 3.404 0.273 0.1 0.1 0.1
H -4.820 2.723 -0.766 -0.2 0.1 0.1
H -2.619 0.086 -1.545 0.0 0.0 -0.2
H -1.541 1.288 -0.832 0.3 0.0 0.0
H -1.906 -0.224 0.026 0.3 -0.2 0.0
H -0.775 3.819 2.789 0.0 0.2 0.0
H 0.301 2.435 2.660 0.1 -0.1 0.2
H 2.056 4.786 1.588 0.1 -0.2 -0.2
H 0.324 6.229 0.118 0.1 0.2 -0.1
H -1.385 2.111 4.164 0.2 0.1 0.0
C 4.933 -2.492 0.945 0.0 0.0 0.0
C 4.458 -3.747 0.587 0.0 0.0 0.0
C 3.186 -3.877 0.048 0.0 0.0 0.0
C 2.391 -2.751 -0.133 0.0 0.0 0.0
C 2.867 -1.497 0.224 -0.1 0.0 -0.1
C 4.138 -1.368 0.764 0.1 0.0 0.0
H 5.926 -2.390 1.365 0.0 0.0 0.0
H 5.080 -4.623 0.725 0.0 0.0 0.0
H 2.814 -4.856 -0.232 0.0 0.0 0.0
H 1.399 -2.850 -0.557 0.0 0.0 0.0
H 2.257 -0.618 0.079 0.0 0.1 0.0
H 4.501 -0.386 1.037 0.0 0.0 0.0
C 1.988 -2.164 -4.079 0.0 0.0 0.0
C 2.088 -3.497 -3.706 0.0 0.0 0.0
C 1.945 -4.499 -4.656 0.0 0.0 0.0
C 1.705 -4.167 -5.983 0.0 0.0 0.0
C 1.605 -2.834 -6.357 0.0 0.0 0.0
C 1.744 -1.833 -5.405 0.0 0.0 0.0
H 2.098 -1.384 -3.336 0.0 0.0 0.0
H 2.282 -3.751 -2.673 0.0 0.0 0.0
H 2.020 -5.538 -4.363 0.0 0.0 0.0
H 1.595 -4.948 -6.725 0.0 0.0 0.0
H 1.418 -2.575 -7.391 0.0 0.0 0.0
H 1.663 -0.793 -5.694 0.0 0.0 0.0
```
Forces are in eV/Å.

Mulliken atomic charge list, values in e, 4 entries: -1.479, 0.764, -1.049, -0.907

=====

No. 6
A molecular structure, C4H6IN2. Source: OMol25; level of theory: ωB97M-V with the def2-TZVPD basis set.

Properties
Electronic energy ... -562.8074 hartree
2S+1 ... 1
HOMO level ... -13.46 eV
Gap between HOMO and LUMO ... 7.812 eV
Net charge ... +1

Geometry as XYZ:
```
13
Properties=species:S:1:pos:R:3:forces:R:3
C -0.112 1.125 -1.881 -0.2 -0.8 3.1
C -1.047 1.048 -0.715 2.6 -2.6 -1.1
C 0.735 0.269 -1.318 -1.6 -1.0 0.7
C -0.580 -0.723 1.051 -0.4 -2.1 2.2
N -0.514 0.034 -0.131 1.4 0.7 -2.8
N 0.704 -0.743 1.640 0.1 -1.9 0.5
I 2.453 -0.738 -1.455 0.1 0.0 -0.2
H -0.129 1.732 -2.683 0.3 1.8 -2.6
H -1.846 1.543 -0.362 -2.9 1.9 0.9
H -0.978 -1.839 0.969 0.8 2.5 -0.4
H -1.206 -0.233 1.790 -0.8 0.3 -0.3
H 1.268 -1.541 1.440 0.2 -0.4 -0.1
H 1.250 0.066 1.655 0.5 1.5 0.1
```
Forces are in eV/Å.

natural (NBO) atomic charge list, values in e, 4 entries: -0.305, 0.278, 0.012, -0.095